117
Properties=species:S:1:pos:R:3 method="wB97M-V/def2-TZVPD" e_homo_ev=-9.3 orbital_gap_ha=0.3619 energy_ev=-56922.003 relative_energy_kj_mol=150.8
C -3.61731 1.84697 -4.31198
C -2.32689 2.24215 -5.01384
C -1.87722 0.95095 -5.73289
O -2.95540 0.04322 -5.60864
C -3.61230 0.32177 -4.38210
H -4.46966 2.21174 -4.89243
H -3.79439 2.23892 -3.31000
H -1.56649 2.62983 -4.32706
H -2.46317 3.10873 -5.66344
H -0.98164 0.50824 -5.28040
H -1.67520 1.12104 -6.78961
H -2.97827 -0.07978 -3.57796
H -4.61154 -0.09614 -4.30138
C -1.11029 -2.24216 4.28982
C -1.47734 -2.23723 5.77268
C -2.49134 -1.09827 5.77998
O -3.18841 -1.13497 4.55244
C -2.29321 -1.57108 3.53350
H -1.10656 -3.26503 3.90084
H -0.17760 -1.77811 3.97602
H -0.63132 -2.09563 6.44195
H -1.95915 -3.15568 6.11245
H -1.95063 -0.14241 5.85297
H -3.22064 -1.09461 6.58997
H -1.94698 -0.72813 2.92038
H -2.83328 -2.21362 2.83443
C 0.19954 2.25132 4.02616
C 0.69050 3.42994 4.84024
C 1.15173 4.37083 3.72201
O 0.13229 4.21135 2.76254
C -0.45624 2.88247 2.81167
H -0.53175 1.63914 4.56228
H 1.06256 1.61934 3.80964
H 1.46687 3.12598 5.54803
H -0.05836 3.91264 5.47279
H 2.19552 4.14988 3.45468
H 1.25752 5.38739 4.10939
H -0.30476 2.29707 1.90253
H -1.51862 3.09175 2.94168
C -2.83232 -5.01138 -1.63450
C -2.07828 -3.86165 -2.26795
C -2.79453 -3.58583 -3.57972
O -4.13254 -4.05467 -3.36726
C -4.23252 -4.89337 -2.21073
H -2.85461 -5.07388 -0.54849
H -2.33819 -5.92243 -1.99269
H -1.03932 -4.11072 -2.48749
H -2.16808 -3.00652 -1.58920
H -2.32048 -4.11764 -4.41346
H -2.83282 -2.53846 -3.88036
H -4.74301 -5.83968 -2.38329
H -4.85742 -4.32064 -1.52028
C -4.39894 -1.06912 -0.03777
C -5.37952 -1.72111 -0.99294
C -6.36967 -0.58930 -1.30438
O -5.66498 0.61776 -1.07511
C -4.84641 0.42333 0.05657
H -3.33096 -1.15333 -0.23499
H -4.50182 -1.53664 0.94757
H -6.00466 -2.48077 -0.52106
H -4.93948 -2.11721 -1.90749
H -7.22399 -0.65139 -0.61752
H -6.70753 -0.54772 -2.33906
H -5.35839 0.64178 0.99989
H -3.94547 1.03771 0.05803
C 4.76252 -0.88387 3.86860
C 4.21748 -2.25579 4.20727
C 2.72934 -2.03428 4.34900
O 2.43090 -0.99180 3.42937
C 3.61607 -0.30592 3.00469
H 5.71171 -0.99916 3.34938
H 4.89465 -0.24255 4.74234
H 4.66851 -2.68377 5.10441
H 4.45226 -2.90324 3.35784
H 2.51209 -1.67418 5.36287
H 2.14200 -2.93304 4.16409
H 3.50728 0.77413 3.08284
H 3.79081 -0.56628 1.95615
C -1.21610 0.72288 -0.82183
C -0.56822 -0.33552 0.07401
C 0.92331 -0.09189 -0.03781
O 1.11505 1.09117 -0.84446
C -0.03145 1.14447 -1.68893
H -1.61504 1.56950 -0.26221
H -2.03715 0.32203 -1.41732
H -0.79045 -1.31696 -0.35882
H -0.95367 -0.38177 1.09049
H 1.50350 -0.88770 -0.50652
H 1.30996 0.13567 0.95730
H 0.10378 0.53473 -2.59748
H -0.11123 2.12508 -2.16800
C 3.16050 -0.13066 -4.62317
C 4.62763 -0.00685 -5.10478
C 5.51997 -0.44265 -3.92038
O 4.57809 -0.87401 -2.91613
C 3.33821 -0.18324 -3.11798
H 2.84626 -1.11717 -4.96379
H 2.56756 0.72230 -4.93487
H 4.80859 1.04365 -5.35002
H 4.91671 -0.57882 -5.98567
H 6.09694 0.35731 -3.44308
H 6.12625 -1.33460 -4.07039
H 3.54270 0.78681 -2.65007
H 2.57988 -0.74962 -2.58450
C 5.66773 3.55531 -0.42605
C 4.17005 3.78431 -0.70740
C 3.47728 3.13281 0.52086
O 4.48831 3.06932 1.51871
C 5.79827 3.33196 1.07751
H 6.28949 4.37686 -0.78749
H 5.97936 2.69536 -1.02352
H 3.86257 3.17446 -1.55617
H 3.94419 4.83679 -0.85975
H 3.24103 2.09750 0.26127
H 2.59459 3.65103 0.89022
H 6.45245 2.47943 1.27697
H 6.18287 4.21353 1.59677

***

85
Properties=species:S:1:pos:R:3 method="wB97M-V/def2-TZVPD" spin_multiplicity=4 e_homo_ev="-9.8 / -10.4" orbital_gap_ha="0.2699 / 0.2609" energy_ev=-201466.708 relative_energy_kj_mol=0.0 charge=+1
Re -0.01989 0.98871 -0.90279
O 0.69049 2.64159 -1.74206
C 0.08619 3.84620 -1.85851
C 0.64778 4.84340 -2.67581
C 0.00577 6.06544 -2.94130
C -1.17797 6.37551 -2.29740
C -1.75191 5.48035 -1.44453
C -1.20038 4.19610 -1.19973
C -2.00685 3.17254 -0.57623
N -1.84836 1.82949 -0.64897
C -2.96093 1.21574 -0.03188
C -3.73994 2.19940 0.47803
N -3.16264 3.42335 0.12251
H 1.61708 4.61369 -3.08809
H 0.40301 6.73602 -3.67969
H -1.62106 7.34226 -2.47617
H -2.64889 5.78620 -0.93518
H -3.07174 0.13011 -0.01357
H -4.67779 2.11234 0.99934
H -3.54956 4.34786 0.23317
C 2.28605 -4.60928 -1.71548
C 1.07274 -3.80401 -2.06618
C 0.96840 -3.40632 -3.50966
O 0.18053 -3.50339 -1.23190
H 2.66565 -5.19121 -2.58293
H 2.08269 -5.31626 -0.89433
H 3.09161 -3.93910 -1.37641
H 1.53292 -4.10558 -4.13706
H 1.34734 -2.37581 -3.71302
H -0.10128 -3.37723 -3.75395
Se -0.51606 -0.15200 -2.89434
C 0.61470 0.59205 -4.29839
C 2.00134 0.69019 -4.21791
C 2.73247 1.25370 -5.27036
C 2.05336 1.75292 -6.36568
C 0.65586 1.67321 -6.43014
C -0.04188 1.00274 -5.45264
H 2.52117 0.42714 -3.28309
H 3.81367 1.36423 -5.19842
H 2.59012 2.23885 -7.15065
H 0.12077 2.08802 -7.28125
H -1.11175 0.92621 -5.50153
F 5.08175 1.52654 0.44431
C 3.92260 2.19119 0.56965
F 3.93076 3.14166 -0.36501
F 3.85986 2.72210 1.78336
S 2.46063 1.02105 0.56955
O 2.16750 0.35381 -0.83366
O 1.20588 1.92268 0.80122
O 2.73564 0.04313 1.59561
O -0.32139 -0.33749 0.58407
As -0.38385 -1.21232 2.13377
C 0.96447 -2.56856 2.46099
C 1.91077 -2.40118 3.48453
C 2.62032 -3.49058 3.91831
C 2.54530 -4.72686 3.27005
C 1.63268 -4.89404 2.24446
C 0.87614 -3.81519 1.80080
C -0.48815 -0.03658 3.62134
C -0.39112 -0.48912 4.94463
C -0.61605 0.40757 6.01028
C -0.84419 1.74721 5.76292
C -0.92251 2.20073 4.46177
C -0.74152 1.32782 3.40115
C -2.08786 -2.09725 1.96587
C -2.38984 -2.77954 0.79727
C -3.58084 -3.51257 0.69111
C -4.52104 -3.47221 1.70669
C -4.22879 -2.77498 2.86699
C -3.03382 -2.11514 3.00927
H 2.10777 -1.47778 3.95128
H 3.27377 -3.36246 4.76401
H 3.20527 -5.55234 3.56173
H 1.52607 -5.87251 1.77907
H 0.24626 -3.89623 0.91895
H -0.12768 -1.52826 5.11983
H -0.53223 0.04160 7.03196
H -0.96255 2.45056 6.57966
H -1.10210 3.22029 4.22817
H -0.86969 1.69737 2.38256
H -1.66936 -2.80501 -0.02608
H -3.83766 -4.01145 -0.23461
H -5.48896 -3.95935 1.63101
H -4.94311 -2.74527 3.68182
H -2.76193 -1.65640 3.93354